(1)
Below is a 2-piece molecular cluster, C4H10F2O overall, with properties calculated with ωB97M-V/def2-TZVPD.

Computed properties:
Kohn-Sham gap: 0.4409 Ha
Net charge: 0
Energy relative to the best compared isomer or geometry (same formula, charge and spin): 27.0 kJ/mol
HOMO level: -11.22 eV
SMILES: CCCC(F)F.O
Lowest unoccupied orbital energy: 0.0285 Eh

Structure (XYZ):
```
17
Properties=species:S:1:pos:R:3:forces:R:3:nbo_charge:R:1
C -0.398 -0.617 -1.001 0.7 0.0 1.3 -0.610
C 0.510 0.535 -0.447 0.2 -0.4 -0.9 -0.402
C 1.892 0.507 -1.162 -1.2 -0.3 0.4 -0.459
C 2.648 1.705 -0.642 0.2 -2.7 0.5 0.573
F 1.958 2.784 -0.841 -1.6 2.8 -0.1 -0.332
F 3.755 1.818 -1.339 2.7 0.4 -1.3 -0.344
H 0.121 -1.553 -0.733 -0.5 0.1 -0.3 0.202
H -0.516 -0.582 -2.097 0.2 0.2 0.5 0.210
H -1.399 -0.625 -0.539 0.4 0.0 -0.2 0.211
H 0.864 0.519 0.602 -1.3 -0.5 0.0 0.198
H -0.019 1.494 -0.608 0.6 -0.4 0.0 0.212
H 2.485 -0.390 -0.899 -0.5 0.2 -0.1 0.210
H 1.712 0.482 -2.254 0.6 0.5 0.4 0.217
H 2.954 1.628 0.421 -0.5 0.0 -0.2 0.113
O -5.778 -2.547 4.155 0.8 -0.1 -1.0 -0.940
H -4.937 -3.056 4.105 -0.9 0.6 0.0 0.470
H -5.852 -2.102 3.281 0.1 -0.5 0.9 0.470
```
Forces are in eV/Å.


(2)
Below is a 10-piece molecular cluster, C15H47F6NO9P overall, with properties calculated with ωB97M-V/def2-TZVPD.

Computed properties:
Kohn-Sham gap (spin up / spin down): 0.3290 / 0.1694 Ha
Net charge: 0
2S+1: 2
HOMO level (spin up / spin down): -9.35 / -9.35 eV
Lowest unoccupied orbital energy (spin up / spin down): -0.0145 / -0.1741 Eh

Structure (XYZ):
```
79
Properties=species:S:1:pos:R:3:forces:R:3:lowdin_charge:R:1
P -1.792 -0.485 1.788 -0.4 0.9 1.4 0.246
F -2.131 1.056 1.411 0.9 0.0 -0.7 -0.148
F -0.689 0.001 2.906 -0.2 0.2 -0.7 -0.181
F -2.988 -0.264 2.893 0.6 -1.2 0.2 -0.173
F -1.508 -2.009 2.262 -0.3 0.6 -0.5 -0.128
F -2.904 -0.986 0.750 0.4 -0.5 -0.4 -0.138
F -0.576 -0.528 0.694 -1.0 -0.2 0.0 -0.163
C -2.120 4.665 0.481 0.1 0.6 -0.6 -0.092
C -0.640 4.442 0.530 -0.1 0.2 0.2 -0.317
O -0.137 4.529 -0.817 0.3 -0.7 0.6 -0.094
H -2.537 4.881 1.465 -0.3 -0.5 -0.2 0.091
H -2.470 3.791 -0.067 -0.8 -0.1 0.6 0.079
H -2.335 5.503 -0.183 -0.2 0.4 0.1 0.069
H -0.608 3.456 0.994 1.0 -0.4 -0.6 0.099
H -0.084 5.115 1.182 -0.1 0.3 -0.1 0.107
H -0.750 5.122 -1.258 0.1 0.0 -0.2 0.059
C -5.902 0.947 -2.309 0.3 0.2 0.7 -0.079
C -4.614 0.695 -1.519 -0.9 1.1 0.0 -0.366
O -4.347 -0.655 -1.515 0.6 -1.3 -0.3 -0.069
H -5.673 0.895 -3.373 -0.2 0.0 0.0 0.068
H -6.285 1.929 -2.032 0.0 0.1 -0.3 0.068
H -6.673 0.219 -2.055 0.1 -0.1 0.0 0.073
H -4.632 1.027 -0.481 -0.6 0.4 0.1 0.111
H -3.839 1.307 -1.979 0.5 -0.1 -0.3 0.098
H -3.768 -0.793 -0.762 0.1 -0.4 -0.1 0.034
C -0.993 -6.291 2.604 0.5 -2.3 -1.2 -0.103
C -0.838 -5.027 3.323 0.4 1.2 -0.1 -0.368
O -0.137 -5.235 4.499 0.5 -0.8 2.2 -0.069
H -1.879 -6.869 2.865 -0.5 0.5 -0.4 0.080
H -0.242 -7.054 2.810 0.7 0.4 0.4 0.072
H -0.852 -6.126 1.535 -0.8 -0.1 -0.2 0.077
H -1.855 -4.667 3.477 0.2 0.8 0.2 0.114
H -0.206 -4.318 2.789 -0.7 0.2 -0.8 0.104
H 0.467 -4.525 4.729 -0.4 0.1 -0.2 0.082
O 1.953 -0.383 1.500 1.1 0.2 -0.4 -0.048
H 1.164 0.067 1.801 -0.5 0.1 0.2 0.014
H 1.678 -1.292 1.377 -0.3 -0.2 0.1 0.039
O -4.029 1.948 4.052 -0.3 0.5 0.1 -0.049
H -4.002 1.620 4.951 0.0 0.1 0.2 0.017
H -3.266 1.554 3.629 0.1 -0.2 -0.2 -0.006
O -4.142 -1.311 5.316 -0.1 -0.3 0.4 -0.046
H -4.273 -0.431 5.669 -0.1 0.1 0.1 0.011
H -3.996 -1.174 4.380 0.1 0.1 -0.3 0.000
O 0.020 0.075 5.402 0.1 0.2 0.7 -0.059
H 0.802 -0.386 5.099 0.1 -0.1 -0.1 0.020
H -0.613 -0.034 4.693 -0.1 -0.1 -0.1 -0.011
O -3.725 -3.954 1.035 0.1 -0.4 0.0 -0.050
H -4.547 -3.668 0.637 -0.2 0.1 -0.1 0.031
H -3.172 -3.172 1.034 0.2 0.3 0.1 -0.014
C 5.523 0.049 -1.641 -2.1 0.6 0.8 0.029
C 4.731 1.239 -2.372 1.1 -0.3 -1.3 -0.382
C 4.895 0.945 -3.886 1.0 -0.9 -0.1 -0.145
C 4.061 -0.228 -4.429 -2.1 1.5 0.4 -0.153
C 2.599 0.188 -4.103 0.5 0.0 -1.0 -0.125
C 2.235 0.304 -2.595 0.9 -1.8 -2.7 -0.465
N 3.217 1.249 -2.068 1.1 -1.0 3.1 0.122
O 2.932 1.648 -0.735 1.3 0.1 -3.0 0.117
C 0.847 0.854 -2.436 -0.3 0.2 1.7 0.003
C 2.342 -1.156 -1.973 -0.1 0.5 0.1 0.030
C 5.255 2.632 -2.002 -0.3 0.4 1.2 -0.022
H 4.898 -0.836 -1.760 0.3 -0.2 0.0 0.061
H 5.563 0.247 -0.569 0.2 0.0 0.0 0.090
H 6.521 -0.168 -2.019 -0.2 0.6 -0.3 0.102
H 4.859 1.915 -4.383 -0.9 -0.3 -0.6 0.126
H 5.875 0.567 -4.176 0.8 0.6 1.0 0.120
H 4.230 -1.243 -4.069 0.7 0.3 0.5 0.105
H 4.209 -0.316 -5.506 -0.2 0.3 -0.1 0.120
H 1.925 -0.458 -4.665 -0.4 0.0 0.5 0.131
H 2.499 1.192 -4.514 -0.3 0.1 -0.2 0.125
H 0.105 0.307 -3.018 0.3 0.2 -0.2 0.115
H 0.614 0.687 -1.384 -0.5 0.0 0.1 0.082
H 0.809 1.938 -2.540 -0.1 -0.1 -0.5 0.104
H 2.423 -1.067 -0.890 -0.1 -0.4 0.0 0.068
H 1.455 -1.735 -2.230 -0.6 0.6 0.2 0.110
H 3.089 -1.833 -2.389 0.6 0.7 0.1 0.076
H 4.585 3.464 -2.219 -0.3 -0.3 -0.6 0.096
H 6.232 2.914 -2.395 0.0 -0.6 -0.2 0.101
H 5.319 2.710 -0.916 0.3 -0.2 0.1 0.085
H 2.835 0.781 -0.335 -0.9 -0.8 1.4 0.083
```
Forces are in eV/Å.


(3)
Below is C6H7NO as an isolated structure, with properties calculated with ωB97M-V/def2-TZVPD.

Computed properties:
Kohn-Sham gap: 0.3109 Ha
Net charge: 0
Energy relative to the best compared isomer or geometry (same formula, charge and spin): 330.5 kJ/mol
HOMO level: -7.52 eV
Lowest unoccupied orbital energy: 0.0346 Eh

Structure (XYZ):
```
15
Properties=species:S:1:pos:R:3:forces:R:3:nbo_charge:R:1
C 1.808 -0.145 0.060 -1.0 -0.1 0.8 -0.223
C 0.902 1.152 0.049 0.0 1.1 -2.5 -0.439
C -0.502 0.636 -0.192 -0.3 -0.4 0.2 -0.151
C -1.827 1.003 -0.130 0.9 0.9 -0.1 0.101
C -1.737 -1.212 -0.048 -0.9 -2.8 2.0 -0.010
C -0.405 -0.781 -0.250 -6.1 -0.4 1.7 0.073
H 2.045 -0.429 1.160 0.6 0.9 -1.9 0.197
H 2.686 0.032 -0.689 -1.5 -1.0 1.7 0.217
H 1.151 1.751 -0.944 0.0 -0.6 2.5 0.220
H 0.911 1.730 1.000 0.5 -0.1 -1.0 0.237
H -2.196 2.057 -0.330 -0.2 -1.8 0.7 0.207
H -2.229 -2.306 0.553 1.7 3.8 -2.5 0.204
H 1.229 -2.102 0.003 -0.3 -2.5 0.7 0.398
N 0.804 -1.286 -0.277 4.2 3.0 -1.4 -0.596
O -2.642 -0.100 0.037 2.4 0.0 -0.9 -0.435
```
Forces are in eV/Å.


Max |F| (eV/Å)
3.3 3.5 6.4